Density functional theory data (ωB97M-V/def2-TZVPD) for a molecular structure, C25H36BN6O2PtS4 at a distorted geometry.

The total charge is +3. The value obtained for the energy above the lowest of the compared OMol25 structures with the same formula, charge and spin is 29.6 kcal/mol. The calculation puts the highest occupied orbital energy at -15.46 eV. Its energy is -3189.38420 hartree.

Last column: Mulliken charge in e.
Atoms and positions in Å:
Pt -0.01 0.16 -0.39  0.0196
N -2.99 -1.04 2.39  -0.0243
C -2.71 0.06 3.18  -1.0770
C -1.65 0.67 2.61  -0.3857
N -1.27 -0.04 1.48  0.3722
C -2.12 -1.05 1.38  0.0481
C -1.98 -1.96 0.28  0.2174
N -1.06 -1.68 -0.62  0.0732
C -1.09 -2.70 -1.57  -0.3342
C -2.04 -3.59 -1.20  -0.8320
N -2.59 -3.11 -0.02  -0.0229
H -3.75 -1.68 2.56  0.2060
H -3.27 0.29 4.07  0.4211
H -1.13 1.56 2.92  0.5246
H -0.43 -2.72 -2.41  0.5358
H -2.36 -4.51 -1.65  0.4067
H -3.34 -3.56 0.49  0.1882
C 3.52 -2.98 0.93  -0.6434
C 2.69 -2.54 2.13  -0.9757
S 1.26 -1.46 1.78  0.3484
C 1.68 0.13 2.53  -0.2552
C 2.77 0.87 1.83  -0.6549
S 2.28 1.42 0.15  0.2441
C 3.55 0.61 -0.88  -1.0924
C 3.53 -0.92 -0.92  0.0762
S 4.63 -1.68 0.32  -0.0672
H 2.89 -3.31 0.10  0.2755
H 4.15 -3.81 1.23  0.4807
H 3.31 -2.02 2.87  0.4462
H 2.27 -3.42 2.61  0.5274
H 1.92 -0.04 3.58  0.7630
H 0.76 0.71 2.47  -0.4587
H 3.69 0.28 1.73  0.3269
H 3.01 1.78 2.38  0.6398
H 4.50 1.00 -0.51  0.6650
H 3.36 1.03 -1.87  0.4769
H 3.85 -1.26 -1.90  0.5493
H 2.52 -1.29 -0.74  -0.4610
S 0.99 -0.23 -2.49  -0.5370
C 0.26 0.63 -3.84  0.3385
N 0.58 0.30 -5.08  -0.1361
C -0.08 1.16 -6.07  -0.5160
C -1.00 2.03 -5.18  -0.5366
N -0.60 1.61 -3.82  0.2496
H 1.24 -0.43 -5.32  0.2024
H -0.64 0.57 -6.79  0.3248
H 0.66 1.75 -6.61  0.3249
H -2.05 1.83 -5.35  0.3511
H -0.82 3.09 -5.32  0.3240
H -0.95 2.05 -2.98  0.2803
C -0.64 8.61 1.50  -1.5185
C -1.75 7.57 1.73  1.8305
C -1.83 7.26 3.22  -1.9897
C -3.08 8.18 1.27  -1.5244
C -1.43 6.35 0.88  0.4554
C -1.38 6.48 -0.53  -0.6203
C -1.13 5.42 -1.38  -2.3630
C -0.94 4.20 -0.78  1.1636
O -0.67 2.95 -1.37  -0.5270
B -0.54 2.09 -0.32  1.3262
O -0.70 2.70 0.89  -0.1077
C -0.96 4.05 0.59  0.5328
C -1.20 5.09 1.45  -0.9297
H -0.86 9.50 2.09  0.4462
H -0.56 8.91 0.46  0.3423
H 0.33 8.22 1.82  0.3799
H -2.05 8.17 3.77  0.4152
H -0.88 6.87 3.61  0.3807
H -2.62 6.54 3.45  0.4002
H -3.31 9.05 1.89  0.4537
H -3.90 7.46 1.38  0.3761
H -3.06 8.51 0.23  0.3357
H -1.53 7.46 -0.96  0.4609
H -1.10 5.55 -2.46  0.4727
H -1.22 4.94 2.52  0.5911